# 1
The following is a DFT calculation (ωB97M-V/def2-TZVPD) of 4 unconnected molecules or ions with the total composition C7H14 in a non-equilibrium geometry.

Each line ends with the natural charge from an NBO analysis.
Geometry (Å):
C -0.815 -1.920 -1.398  -0.439
C 0.334 -1.418 -0.948  -0.147
C 1.496 -1.053 -1.826  -0.654
C 1.451 0.896 0.928  -0.397
C 0.172 1.235 1.013  0.009
C -0.707 2.059 1.829  -0.437
C -0.931 1.899 0.323  -0.457
H -2.259 -0.575 -0.216  0.013
H -0.934 -2.169 -2.447  0.192
H -1.536 -2.328 -0.701  0.206
H 0.485 -1.396 0.130  0.209
H 2.184 -1.903 -1.837  0.221
H 1.203 -0.841 -2.858  0.214
H 2.068 -0.197 -1.466  0.213
H 2.040 0.620 1.799  0.202
H 1.962 1.061 -0.010  0.193
H -2.291 -0.560 0.872  -0.031
H -1.413 1.626 2.530  0.220
H -0.255 3.010 2.099  0.218
H -0.714 2.681 -0.399  0.214
H -1.857 1.372 0.127  0.240

Calculated values
**Gap between HOMO and LUMO**: 10.06 eV
**E_HOMO**: -9.103 eV

=====

# 2
The following is a DFT calculation (ωB97M-V/def2-TZVPD) of a molecular structure, C7H14.

Each line ends with the natural charge from an NBO analysis.
Geometry (Å):
C 1.681 -0.274 -1.293  -0.609
C 0.208 -0.493 -0.983  -0.239
C -0.165 -1.391 0.123  -0.234
C 0.492 -1.306 1.402  -0.645
C -0.512 0.633 -0.246  -0.228
C 0.154 1.332 0.866  -0.581
C -2.031 0.707 -0.286  -0.609
H 1.817 0.554 -2.000  0.207
H 2.099 -1.181 -1.741  0.222
H 2.264 -0.054 -0.394  0.205
H -0.338 -0.723 -1.904  0.217
H -1.135 -1.875 0.061  0.202
H 1.585 -1.410 1.393  0.208
H 0.067 -1.964 2.163  0.227
H 0.370 -0.175 1.765  0.206
H -0.454 1.905 1.559  0.234
H -0.095 1.775 -0.452  0.356
H 1.216 1.556 0.822  0.224
H -2.426 0.102 -1.108  0.218
H -2.489 0.354 0.646  0.207
H -2.368 1.739 -0.442  0.211

Calculated values
**Gap between HOMO and LUMO**: 7.56 eV
**E_HOMO**: -6.529 eV

=====

# 3
The following is a DFT calculation (ωB97M-V/def2-TZVPD) of 2 unconnected molecules or ions with the total composition C7H14 in a non-equilibrium geometry.

Each line ends with the natural charge from an NBO analysis.
Geometry (Å):
C -0.738 -2.180 0.149  -0.667
C -0.811 -0.733 -0.173  -0.165
C 0.375 0.028 -0.208  -0.164
C 1.685 -0.500 -0.287  -0.431
C 0.172 1.521 -0.747  -0.359
C 0.347 1.420 0.671  -0.124
C -0.752 1.647 1.673  -0.616
H -1.716 -2.599 0.401  0.217
H -0.317 -2.793 -0.664  0.212
H -0.047 -2.325 0.999  0.214
H -0.002 -1.047 -2.650  -0.011
H -1.765 -0.276 -0.411  0.188
H 1.847 -1.555 -0.465  0.195
H 2.546 0.094 -0.003  0.183
H 0.748 -1.000 -2.623  0.000
H 0.985 1.852 -1.381  0.232
H -0.830 1.688 -1.131  0.221
H 1.348 1.605 1.048  0.221
H -0.644 0.981 2.533  0.221
H -1.740 1.488 1.236  0.215
H -0.690 2.683 2.031  0.217

Calculated values
**Gap between HOMO and LUMO (spin up / spin down)**: 7.65 / 7.21 eV
**E_HOMO (spin up / spin down)**: -6.901 / -6.690 eV

=====

# 4
The following is a DFT calculation (ωB97M-V/def2-TZVPD) of a molecular structure, C7H14 in a non-equilibrium geometry.

Each line ends with the natural charge from an NBO analysis.
Geometry (Å):
C 0.305 -1.354 0.904  -0.398
C 1.420 -1.128 -0.125  -0.395
C 1.695 0.321 -0.522  -0.386
C 0.482 1.004 -1.120  -0.459
C -0.584 1.264 -0.106  -0.209
C -1.518 0.288 0.193  -0.189
C -1.114 -1.144 0.364  -0.470
H 0.472 -0.708 1.780  0.202
H 0.381 -2.388 1.263  0.208
H 1.166 -1.701 -1.029  0.191
H 2.352 -1.552 0.264  0.207
H 2.008 0.900 0.358  0.194
H 2.518 0.349 -1.242  0.206
H 0.760 1.979 -1.552  0.222
H 0.058 0.424 -1.952  0.198
H -0.364 2.125 0.519  0.216
H -2.050 2.319 0.405  0.007
H -2.300 1.852 0.975  -0.005
H -2.592 0.417 0.100  0.218
H -1.826 -1.574 1.090  0.228
H -1.269 -1.694 -0.569  0.213

Calculated values
**Gap between HOMO and LUMO**: 8.80 eV
**E_HOMO**: -8.082 eV

=====

# 5
The following is a DFT calculation (ωB97M-V/def2-TZVPD) of a single C7H14 molecule in a non-equilibrium geometry.

Each line ends with the natural charge from an NBO analysis.
Geometry (Å):
C -1.670 0.535 2.593  -0.618
C -0.982 1.509 1.604  -0.401
C 0.287 0.876 0.986  -0.396
C 0.430 1.013 -0.529  -0.445
C 0.869 -2.445 -2.253  -0.653
C 0.315 -1.259 -1.559  -0.182
C 1.029 -0.187 -1.220  -0.176
H -1.277 -0.470 2.665  0.206
H -1.775 0.912 3.612  0.210
H -2.683 0.398 2.226  0.208
H -1.651 1.844 0.801  0.196
H -0.688 2.454 2.067  0.203
H 0.398 -0.128 1.385  0.206
H 1.162 1.400 1.408  0.201
H -0.505 1.359 -0.990  0.207
H 1.034 1.904 -0.768  0.208
H 1.952 -2.500 -1.999  0.209
H 0.892 -2.435 -3.328  0.222
H 0.544 -3.406 -1.846  0.217
H -0.725 -1.261 -1.236  0.188
H 2.073 -0.176 -1.517  0.190

Calculated values
**SMILES**: C/C=C/CCCC
**Gap between HOMO and LUMO**: 10.37 eV
**E_HOMO**: -9.118 eV

=====

# 6
The following is a DFT calculation (ωB97M-V/def2-TZVPD) of a single C7H14 molecule.

Each line ends with the natural charge from an NBO analysis.
Geometry (Å):
C 0.563 -0.278 1.537  -0.400
C 1.377 0.762 0.753  -0.396
C 0.789 1.386 -0.523  -0.397
C 0.089 0.443 -1.509  -0.402
C -1.327 0.050 -1.074  -0.403
C -1.417 -0.998 0.062  -0.401
C -0.094 -1.401 0.719  -0.401
H -0.212 0.216 2.139  0.191
H 1.253 -0.735 2.258  0.206
H 2.342 0.306 0.496  0.192
H 1.615 1.584 1.443  0.206
H 0.078 2.182 -0.258  0.191
H 1.618 1.885 -1.042  0.206
H 0.016 0.951 -2.479  0.208
H 0.703 -0.449 -1.690  0.195
H -1.846 0.969 -0.771  0.196
H -1.876 -0.324 -1.947  0.206
H -2.081 -0.623 0.855  0.197
H -1.904 -1.902 -0.321  0.204
H -0.299 -2.250 1.384  0.209
H 0.614 -1.773 -0.033  0.194

Calculated values
**SMILES**: C1CCCCCC1
**Gap between HOMO and LUMO**: 11.86 eV
**E_HOMO**: -10.647 eV

=====

# 7
The following is a DFT calculation (ωB97M-V/def2-TZVPD) of a single C7H14 molecule in a non-equilibrium geometry.

Each line ends with the natural charge from an NBO analysis.
Geometry (Å):
C -1.816 -0.021 -1.333  -0.609
C -0.550 -0.838 -1.000  -0.434
C 0.373 -0.508 0.173  -0.032
C 0.292 -1.691 1.307  -0.631
C 1.757 0.056 0.089  -0.420
C 0.652 0.861 0.726  -0.220
C 0.215 2.175 0.113  -0.607
H -2.552 -0.677 -1.820  0.211
H -2.280 0.351 -0.413  0.206
H -1.692 0.844 -2.003  0.204
H -0.795 -1.667 -0.340  0.237
H -0.064 -1.244 -1.902  0.206
H 0.906 -2.569 1.033  0.209
H -0.703 -2.132 1.552  0.210
H 0.674 -1.327 2.266  0.208
H 2.474 -0.453 0.724  0.211
H 2.156 0.399 -0.865  0.214
H 0.623 0.853 1.810  0.206
H -0.814 2.439 0.388  0.209
H 0.278 2.168 -0.981  0.207
H 0.868 2.980 0.475  0.214

Calculated values
**SMILES**: CC[C@@]1(C)C[C@H]1C
**Gap between HOMO and LUMO**: 10.63 eV
**E_HOMO**: -9.520 eV

=====

# 8
The following is a DFT calculation (ωB97M-V/def2-TZVPD) of a single C7H14 molecule in a non-equilibrium geometry.

Each line ends with the natural charge from an NBO analysis.
Geometry (Å):
C -0.227 -2.626 -1.686  -0.611
C 0.026 -1.707 -0.510  -0.401
C 0.275 -0.237 -0.717  -0.445
C 0.488 0.437 0.651  0.060
C 1.778 0.755 0.942  -0.415
C -0.612 1.254 1.254  -0.438
C -1.401 2.208 0.389  -0.596
H 0.473 -2.516 -2.546  0.201
H -0.004 -3.672 -1.395  0.208
H -1.206 -2.725 -2.147  0.207
H 0.955 -2.081 -0.055  0.208
H -0.850 -1.865 0.148  0.202
H -0.540 0.340 -1.164  0.195
H 1.165 0.017 -1.308  0.208
H 2.625 0.865 0.281  0.200
H 1.967 0.929 2.003  0.184
H -1.348 0.617 1.804  0.196
H -0.098 1.851 2.024  0.209
H -2.115 2.616 1.093  0.216
H -1.911 1.649 -0.409  0.203
H -0.756 3.006 0.030  0.209

Calculated values
**SMILES**: C=C(CC)CCC
**Gap between HOMO and LUMO**: 9.80 eV
**E_HOMO**: -8.715 eV

=====

# 9
The following is a DFT calculation (ωB97M-V/def2-TZVPD) of a single C7H14 molecule in a non-equilibrium geometry.

Each line ends with the natural charge from an NBO analysis.
Geometry (Å):
C -1.429 -0.663 1.120  -0.619
C -0.162 -0.430 0.247  -0.044
C 0.853 -1.646 -0.229  -0.579
C 1.083 -0.302 1.353  -0.588
C -0.254 0.993 -0.347  -0.233
C -1.048 1.461 -1.552  -0.419
C 0.449 1.398 -1.604  -0.421
H -1.385 0.026 1.988  0.203
H -2.416 -0.477 0.660  0.218
H -1.442 -1.681 1.511  0.209
H 1.840 -1.933 0.262  0.203
H 0.264 -2.536 -0.101  0.211
H 1.159 -1.396 -1.227  0.207
H 0.653 0.503 1.887  0.176
H 1.263 -1.160 2.035  0.207
H 2.080 -0.021 0.956  0.210
H -0.233 1.753 0.453  0.208
H -1.616 0.728 -2.115  0.213
H -1.508 2.452 -1.517  0.214
H 1.014 2.325 -1.609  0.214
H 0.884 0.591 -2.186  0.210

Calculated values
**SMILES**: CC(C)(C)C1CC1
**Gap between HOMO and LUMO**: 9.66 eV
**E_HOMO**: -8.614 eV

=====

# 10
The following is a DFT calculation (ωB97M-V/def2-TZVPD) of a molecular structure, C7H14AuO4 in a non-equilibrium geometry.

Each line ends with the natural charge from an NBO analysis.
Geometry (Å):
O -0.376 2.610 1.094  0.118
C -1.310 1.750 0.762  -0.147
C -1.551 1.409 -0.686  -0.089
O -0.333 1.179 -1.332  -0.532
C -0.509 1.129 -2.729  -0.279
H -2.262 1.969 1.292  0.341
H -2.185 2.204 -1.122  0.271
H -2.215 0.524 -0.749  0.221
H 0.469 0.949 -3.189  0.228
H -1.161 0.275 -2.988  0.189
H -0.940 2.062 -3.128  0.216
H -1.011 0.567 1.247  0.306
O 1.105 -2.915 -1.194  -0.601
C 1.319 -1.546 -1.348  -0.147
C 1.615 -0.870 -0.017  -0.117
O 0.919 -1.510 1.086  -0.574
C 0.851 -0.910 2.344  0.113
C 0.297 -0.898 3.598  -0.266
Au 0.143 -3.031 0.373  1.227
H 0.441 -1.072 -1.822  0.177
H 2.140 -1.310 -2.049  0.259
H 1.378 0.199 -0.072  0.239
H 2.667 -1.092 0.228  0.236
H 0.215 -0.101 2.003  0.121
H 0.559 -1.531 4.437  0.246
H -0.266 -0.040 3.961  0.244

Calculated values
**Net charge**: +2
**<S²>**: 3.77
**Gap between HOMO and LUMO (spin up / spin down)**: 8.45 / 4.86 eV
**E_HOMO (spin up / spin down)**: -17.287 / -17.481 eV
**Spin multiplicity**: 4

=====

# 11
The following is a DFT calculation (ωB97M-V/def2-TZVPD) of a molecular structure, C7H14Br4Cl6 in a non-equilibrium geometry.

Each line ends with the natural charge from an NBO analysis.
Geometry (Å):
Br 22.486 -18.571 10.050  -0.066
C 23.829 -18.379 8.560  -0.442
C 24.174 -19.704 7.958  -0.588
Br 25.465 -20.722 9.122  0.061
H 24.721 -17.930 8.998  0.194
H 23.419 -17.725 7.791  0.227
H 24.699 -19.503 7.023  0.191
H 23.239 -20.243 7.808  0.225
Br 26.255 -18.680 7.709  0.037
C 26.457 -17.484 9.301  -0.478
C 27.738 -16.661 9.074  -0.479
Br 28.360 -15.761 10.709  0.079
H 26.426 -18.176 10.142  0.241
H 25.576 -16.859 9.441  0.209
H 27.771 -15.830 8.370  0.227
H 28.578 -17.311 8.832  0.196
C 28.315 -19.577 9.759  -0.471
Cl 26.831 -20.151 10.582  0.082
Cl 29.232 -20.878 9.128  0.020
H 28.027 -19.021 8.867  0.237
H 28.884 -18.946 10.442  0.237
C 25.614 -16.453 6.528  -0.331
Cl 24.690 -16.570 8.116  0.045
Cl 27.130 -15.418 6.878  -0.047
H 25.969 -17.404 6.129  0.235
H 24.981 -15.941 5.803  0.229
C 30.702 -15.708 10.468  -0.406
Cl 31.854 -14.425 10.947  -0.045
Cl 30.139 -16.348 12.049  -0.029
H 29.775 -15.359 10.014  0.190
H 31.253 -16.524 10.000  0.221

Calculated values
**Gap between HOMO and LUMO**: 6.76 eV
**E_HOMO**: -7.255 eV

=====

# 12
The following is a DFT calculation (ωB97M-V/def2-TZVPD) of a single C7H14BrI molecule in a non-equilibrium geometry.

Each line ends with the natural charge from an NBO analysis.
Geometry (Å):
C -1.346 0.936 -0.184  -0.630
C -1.237 -1.440 0.599  -0.616
C -0.500 -0.792 -1.755  -0.631
C 0.982 0.296 1.686  -0.718
C 1.495 1.197 -0.539  -0.531
C -0.550 -0.334 -0.350  -0.044
C 0.932 -0.001 0.236  -0.011
Br 3.252 1.799 -0.078  0.022
I 2.248 -1.774 -0.069  0.062
H -0.857 1.534 0.474  0.205
H -1.621 1.323 -1.161  0.220
H -2.227 0.633 0.360  0.218
H -1.446 -0.857 1.430  0.193
H -0.672 -2.283 0.918  0.222
H -2.239 -1.890 0.231  0.219
H -1.475 -1.179 -2.147  0.220
H -0.145 -0.084 -2.383  0.200
H 0.077 -1.709 -1.740  0.228
H 0.362 -0.343 2.255  0.228
H 2.022 0.460 2.189  0.256
H 0.606 1.315 1.871  0.212
H 0.914 2.141 -0.207  0.239
H 1.425 1.051 -1.637  0.236

Calculated values
**SMILES**: CC(C)(C)[C@@](C)(I)CBr
**Gap between HOMO and LUMO**: 9.61 eV
**E_HOMO**: -9.190 eV

=====

no.,electronic energy (eV)
1,-7480.372
2,-7481.428
3,-7481.124
4,-7482.233
5,-7484.825
6,-7486.177
7,-7484.192
8,-7484.283
9,-7482.412
10,-19335.880
11,-362765.726
12,-85628.109